(1)
{
  "formula": "C7H14O",
  "method": "ωB97M-V with the def2-TZVPD basis set",
  "elements": ["C", "H", "H", "C", "H", "C", "C", "O", "H", "H", "H", "H", "C", "H", "H", "H", "H", "C", "H", "H", "H", "C"],
  "coordinates": [[-0.24435, -0.59192, 0.11325], [-0.57663, -0.77816, 1.13166], [-1.53026, 1.09785, 1.58254], [-0.73361, 0.79457, -0.29391], [-0.76464, 0.58106, -2.47627], [-0.47662, 1.27501, -1.68881], [1.73253, -2.15007, -0.08714], [1.59823, -2.88926, 1.13615], [-3.02873, 2.85524, 0.18112], [-1.44875, 3.63970, -0.11554], [1.85268, -0.12289, 0.62669], [0.68087, -2.92901, 1.39784], [-1.96645, 2.89056, 0.46336], [-0.70325, 2.30737, -1.96331], [0.62784, 1.41820, -1.67068], [2.78777, -2.26609, -0.34011], [-0.64909, -1.35982, -0.55549], [1.27549, -0.73925, -0.08325], [1.11773, -2.75579, -0.79376], [-2.13658, 3.31552, 1.47357], [1.56857, -0.31448, -1.04306], [-1.36880, 1.54936, 0.59572]],
  "lowdin_charge": [-0.154, 0.107, 0.105, -0.312, 0.085, -0.053, -0.279, -0.075, 0.081, 0.065, 0.132, 0.066, -0.112, 0.073, 0.083, 0.119, 0.118, -0.204, 0.124, 0.075, 0.101, -0.147],
  "e_tot_ha": -350.30986,
  "homo_ev": -8.9,
  "lumo_energy_ev": 0.920,
  "e_above_lowest_kcal_mol": 31.13,
  "smiles": "C/C=C(\\C)CCCO",
  "molar_mass_g_mol": 114.19,
  "orbital_gap_ev": 9.83
}

---

(2)
{
  "formula": "C11H23N7O2",
  "method": "ωB97M-V with the def2-TZVPD basis set",
  "elements": ["H", "H", "H", "H", "H", "H", "H", "C", "N", "H", "H", "C", "C", "C", "C", "C", "H", "N", "H", "H", "C", "N", "N", "H", "H", "N", "H", "N", "H", "C", "H", "H", "C", "O", "H", "H", "N", "C", "O", "H", "H", "H", "C"],
  "coordinates": [[0.70337, 2.29205, 0.35215], [-3.52955, -0.14545, -3.32139], [1.74606, 0.31485, 3.39867], [3.89806, -1.19719, 0.84324], [-3.36344, -4.69825, -2.92633], [2.29457, -1.83949, 0.37131], [-5.53831, -0.46138, -0.13026], [2.79826, 2.32976, 2.00887], [3.49148, 3.12729, 1.19061], [2.66738, 0.72128, 0.59381], [2.78504, 2.82264, -0.77455], [-1.57892, 0.71895, 0.14731], [-0.11409, 0.30565, 0.29723], [2.45136, -1.25153, 2.42178], [3.73009, 2.94286, -0.24176], [2.10263, 1.06943, 1.45459], [0.11074, 1.71956, 1.90185], [-3.61691, -4.25496, -2.05323], [-1.65841, 1.62268, -0.45632], [-0.13806, -0.78016, -1.56378], [0.66707, 1.42353, 1.01093], [-4.58324, -2.28341, -1.26037], [-3.22480, -2.22814, -3.10720], [-0.07369, -0.60973, 0.88632], [3.90305, 3.93167, 1.64069], [-5.15512, -0.10839, -1.00238], [0.34734, 0.92124, -1.72639], [2.06234, 0.02154, 2.48513], [4.24785, 3.81600, -0.64268], [3.05285, -1.80926, 1.14806], [-4.32526, -4.68987, -1.47593], [3.39829, -2.82325, 1.34517], [-4.50360, -1.07833, -1.69166], [2.33682, -1.97776, 3.39555], [4.35267, 2.06131, -0.40756], [-2.13093, -0.09235, -0.32632], [-3.69592, -0.99870, -2.79380], [0.43219, 0.02965, -1.10585], [2.68971, 2.62635, 3.19342], [-4.72287, 0.80738, -0.99257], [-2.00974, 0.89927, 1.13235], [1.47569, -0.27056, -1.05798], [-3.78205, -2.92678, -2.16074]],
  "lowdin_charge": [0.119, 0.151, 0.154, 0.079, 0.095, 0.067, 0.105, -0.460, 0.031, 0.114, 0.076, -0.082, -0.417, -0.552, -0.061, -0.211, 0.127, 0.120, 0.082, 0.081, -0.116, 0.165, 0.072, 0.134, 0.145, 0.137, 0.081, 0.120, 0.089, 0.009, 0.094, 0.087, -0.508, 0.037, 0.084, 0.062, 0.024, -0.070, 0.053, 0.091, 0.081, 0.056, -0.546],
  "e_tot_ha": -966.76751,
  "homo_ev": -8.1,
  "lumo_energy_ev": 0.465,
  "molar_mass_g_mol": 285.35,
  "orbital_gap_ev": 8.53
}

---

(3)
{
  "formula": "C4H9NS",
  "method": "ωB97M-V with the def2-TZVPD basis set",
  "elements": ["H", "H", "H", "H", "H", "S", "H", "C", "C", "C", "N", "C", "H", "H", "H"],
  "coordinates": [[-0.42166, -2.76008, -0.12921], [-0.10983, 2.50781, 1.75716], [-0.73030, 0.91267, 1.69597], [-0.23598, 1.83867, -0.54922], [1.24157, -0.53981, -0.09302], [-2.04907, -0.08105, -1.24072], [1.49453, 1.81920, -0.07564], [-0.55135, -0.63456, -0.86614], [-0.32995, -2.16021, -0.98998], [0.52721, 1.37312, 0.08319], [0.48052, 0.05188, -0.39643], [0.14579, 1.48264, 1.50289], [0.98191, 1.13986, 2.19729], [-1.11030, -2.57584, -1.61521], [0.66692, -2.37431, -1.28094]],
  "lowdin_charge": [0.060, 0.077, 0.059, 0.095, 0.144, 0.643, 0.118, -0.865, -0.107, -0.300, -0.049, -0.094, 0.102, 0.057, 0.059],
  "e_tot_ha": -610.73704,
  "homo_ev": -8.1,
  "lumo_energy_ev": 0.823,
  "e_above_lowest_kcal_mol": 10.45,
  "smiles": "CCNC(C)=S",
  "molar_mass_g_mol": 103.19,
  "orbital_gap_ev": 8.97
}

---

(4)
{
  "formula": "C5H8O2",
  "method": "ωB97M-V with the def2-TZVPD basis set",
  "elements": ["O", "C", "H", "H", "C", "H", "H", "C", "H", "H", "H", "H", "C", "O", "C"],
  "coordinates": [[1.78008, 0.46500, -0.14970], [1.36489, 0.09355, 1.07014], [-0.59956, 1.87008, -0.73612], [1.76323, -2.00160, -0.34459], [1.06115, -0.29466, -1.03919], [-0.21110, -1.29252, 1.39118], [-1.10659, 0.94905, -2.16260], [-1.09670, 0.95150, -1.06799], [-0.89063, -1.19942, -0.85602], [-2.12705, 0.96820, -0.69953], [-0.48627, 1.39033, 1.86512], [1.87265, -2.03115, 0.45221], [-0.37502, -0.29207, -0.52689], [-0.88492, 0.50389, 1.81953], [-0.10644, -0.28606, 0.98154]],
  "lowdin_charge": [-0.116, 0.045, 0.087, 0.086, 0.044, 0.145, 0.085, -0.041, 0.141, 0.090, 0.106, 0.110, -0.337, 0.000, -0.447],
  "e_tot_ha": -345.52605,
  "homo_ev": [-9.1, -9.1],
  "lumo_energy_ev": [-0.784, -0.784],
  "e_above_lowest_kcal_mol": 175.02,
  "molar_mass_g_mol": 100.12,
  "orbital_gap_ev": [8.36, 8.36]
}

---

(5)
{
  "formula": "C5H20InN10O5",
  "method": "ωB97M-V with the def2-TZVPD basis set",
  "elements": ["N", "C", "N", "H", "H", "In", "O", "N", "N", "H", "H", "H", "N", "H", "N", "H", "H", "H", "N", "H", "H", "H", "C", "H", "O", "H", "C", "C", "H", "H", "N", "C", "H", "H", "O", "O", "H", "O", "N", "H", "N"],
  "coordinates": [[-3.19744, -4.49073, -1.48565], [3.96465, 5.46662, -3.20211], [-1.96453, 3.62512, 7.30023], [5.35734, -3.84467, -3.48535], [-2.21080, -2.47086, -3.62777], [1.95994, 0.53487, 0.96061], [3.96327, 4.46688, -2.60157], [2.90983, 6.12088, -3.37521], [-5.23811, -1.35437, 3.26266], [4.98423, 7.04791, -3.83193], [-5.11721, -0.35795, 3.15024], [5.86445, 5.52403, -3.52955], [3.81244, -2.90245, -6.02320], [3.09829, -2.28007, -6.37353], [5.01421, 6.05249, -3.66354], [-2.84729, -4.63752, -0.54973], [-6.10533, -1.87208, 3.26037], [0.66742, 2.11548, 7.36141], [-2.87234, -3.14423, -3.26855], [-2.23896, 3.61104, 8.27214], [2.98905, 7.08627, -3.66130], [-2.64713, 3.88567, 6.60290], [-4.16319, -2.09223, 3.36401], [-3.70081, -3.99328, 3.73325], [3.76107, -1.82643, -3.99128], [5.06878, -4.38727, -5.16201], [4.16061, -2.73121, -4.73410], [-2.39267, -3.66005, -2.16036], [-5.45375, -3.55306, 3.50832], [-0.19336, 2.96649, 8.65164], [-4.46185, -3.36330, 3.52343], [-0.87737, 3.11705, 6.72109], [1.99526, 5.76447, -3.13729], [-4.15952, -4.65768, -1.74378], [-3.03401, -1.67547, 3.06526], [-0.60168, 2.97506, 5.51729], [4.16801, -3.65339, -6.59746], [-1.39202, -3.27132, -1.68935], [-0.03260, 2.77330, 7.67341], [-3.81757, -3.19907, -3.62016], [4.98069, -3.71493, -4.41347]],
  "lowdin_charge": [0.227, -0.821, 0.186, 0.141, 0.135, 0.988, 0.186, 0.255, 0.219, 0.147, 0.145, 0.154, 0.213, 0.135, 0.264, 0.130, 0.132, 0.137, 0.231, 0.133, 0.148, 0.126, -0.686, 0.143, 0.083, 0.124, -0.650, -0.744, 0.130, 0.139, 0.214, -0.665, 0.155, 0.130, 0.093, 0.081, 0.131, 0.138, 0.227, 0.139, 0.207],
  "total_charge": 3,
  "e_tot_ha": -1315.30040,
  "homo_ev": -15.8,
  "lumo_energy_ev": -14.512,
  "e_above_lowest_kcal_mol": 228.40,
  "molar_mass_g_mol": 415.10,
  "orbital_gap_ev": 1.29
}

---

(6)
{
  "formula": "C36H48BrIN12O4",
  "method": "ωB97M-V with the def2-TZVPD basis set",
  "elements": ["C", "H", "C", "H", "C", "H", "N", "C", "C", "C", "H", "H", "H", "H", "H", "C", "H", "N", "C", "H", "H", "C", "C", "N", "C", "N", "C", "H", "C", "I", "O", "C", "N", "H", "H", "H", "H", "H", "H", "C", "C", "H", "N", "C", "H", "H", "H", "H", "C", "Br", "C", "C", "N", "N", "H", "N", "H", "O", "H", "C", "C", "H", "C", "C", "C", "H", "H", "C", "C", "C", "H", "H", "N", "C", "C", "H", "H", "H", "H", "H", "H", "H", "C", "C", "H", "N", "C", "H", "H", "H", "H", "H", "O", "C", "O", "C", "H", "N", "H", "H", "H", "C"],
  "coordinates": [[-5.78065, -8.40278, 4.81949], [-4.57428, -2.43892, 0.95410], [-5.69471, -6.99719, 5.33577], [-7.21346, -10.31482, 9.51735], [4.13659, 5.44426, 4.54644], [-3.40696, -2.29297, 5.47958], [-4.84804, -3.95154, 3.78304], [-2.78862, -2.02081, -1.65484], [-1.22904, 4.53411, 5.04312], [-3.65764, -2.20642, -2.86330], [-4.59319, 6.50325, 6.15667], [-1.73833, 0.54790, -2.84752], [5.62030, 0.57219, -3.63242], [3.07072, -1.50598, -3.22852], [-0.04926, 5.10211, 3.35760], [-5.11045, 6.45728, 5.19698], [-8.26636, -9.19001, 8.63101], [5.50702, -1.87963, -11.51448], [-6.27240, -8.49195, 8.93059], [-3.19721, 1.56033, 1.61139], [8.37366, 3.68137, 1.36906], [5.69357, 0.66699, -7.75303], [5.64463, 0.61377, -4.78546], [2.32240, 6.93904, 3.25186], [3.42096, -2.55319, -5.16492], [-4.71383, -0.11008, 3.50326], [-2.50572, 2.14378, 2.22150], [-5.67533, 5.52543, 5.14091], [-4.89691, -3.46361, 1.14721], [4.34277, -4.18333, -3.98864], [1.99478, 2.19510, -4.50076], [1.49112, 1.71899, -5.75575], [-5.49628, -7.61873, 9.11377], [-4.49615, -2.86126, -2.62046], [3.16350, -2.92281, -9.56503], [-5.91019, -3.59699, 0.76422], [-2.75950, 3.20199, 2.13433], [-0.11164, 2.48511, -3.09502], [-4.04370, -1.24083, -3.19443], [4.30180, 0.40076, -7.07099], [-1.28006, 1.00174, -1.89472], [2.86592, 2.33335, -1.81222], [6.64694, 4.00676, 4.06867], [7.01532, 3.62071, 3.01314], [4.71937, 4.86760, 3.83106], [-2.23374, -0.96124, 5.37457], [4.06407, 2.51062, -3.19515], [0.46487, -0.23564, -3.18829], [-4.86964, -3.73641, 2.62081], [1.78370, -0.24783, -0.95893], [3.12192, 6.27984, 3.82304], [7.48239, 3.13118, 1.67484], [-3.32772, 6.56351, 3.19652], [6.91770, 0.86769, -5.38065], [-4.22630, -4.15198, 0.63017], [-2.09699, -1.87941, -0.68615], [0.45317, 5.83910, 4.89390], [0.93752, 2.39935, -6.64255], [-1.10944, 0.10406, -1.17350], [3.72877, -1.99122, -9.50909], [2.89175, 0.07420, -4.78895], [7.72159, 2.06807, 1.73166], [2.65077, -1.44158, -4.30506], [0.12727, 1.75741, -2.24987], [-1.09849, 1.91578, 1.75718], [3.03682, -1.15014, -9.57947], [3.37697, 0.21361, -7.70408], [6.90687, 0.86493, -6.80874], [1.14552, 0.56044, -2.69544], [-4.11423, 6.51720, 4.07806], [-5.80166, 7.29847, 5.12371], [0.48078, 2.26219, -1.28030], [-5.84815, -9.51156, 4.41260], [-0.40535, 5.53776, 4.29249], [-7.25669, -9.59884, 8.69508], [5.77437, 0.70102, -8.90260], [4.12975, 0.95508, -2.17393], [-2.31462, -2.18000, 4.08286], [4.24696, -1.94675, -8.55040], [1.53320, -1.73979, -4.31461], [-7.02020, -10.11300, 7.76169], [6.69828, 3.28098, 0.93075], [-3.91517, -0.76938, 4.07532], [4.72312, -1.92887, -10.63036], [-5.48943, -7.00749, 6.40806], [-1.87975, 3.74105, 5.63373], [2.35076, 1.05749, -3.63899], [-1.00883, 6.41808, 4.06748], [3.63323, 4.75871, 5.23049], [4.80859, 6.08703, 5.11680], [-2.60688, 1.83862, 3.26396], [-6.63804, -6.47803, 5.15907], [3.50661, -2.57345, -6.41326], [3.41170, 1.73753, -2.63342], [1.80772, 0.31274, -5.76078], [-2.90234, -1.60486, 4.79994], [-4.89314, -6.46120, 4.82524], [0.01219, 1.73466, 1.39251], [7.92478, 1.03212, -7.32711], [-3.07798, -2.65469, -3.67187], [-2.02907, 1.68514, -1.37086], [4.28871, 0.37766, -5.49773]],
  "lowdin_charge": [-0.258, 0.061, -0.078, 0.077, -0.087, 0.066, 0.136, -0.236, -0.262, -0.059, 0.079, 0.071, 0.101, 0.081, 0.072, -0.063, 0.078, 0.105, -0.250, 0.064, 0.080, -0.014, -0.061, 0.113, -0.705, 0.117, -0.074, 0.080, -0.065, 0.748, 0.019, -0.351, 0.110, 0.075, 0.083, 0.079, 0.073, 0.118, 0.080, 0.031, -0.155, 0.092, 0.122, -0.210, 0.017, 0.078, 0.107, 0.102, -0.220, 0.703, -0.242, -0.058, 0.121, 0.016, 0.077, 0.134, 0.053, 0.125, 0.015, -0.082, -0.283, 0.080, -0.103, -0.239, -0.234, 0.076, 0.100, -0.116, -0.534, -0.234, 0.077, 0.085, 0.095, -0.095, -0.066, 0.101, 0.070, 0.075, 0.037, 0.150, 0.074, 0.079, -0.260, -0.250, 0.047, 0.099, -0.375, 0.045, 0.081, 0.079, 0.051, 0.077, -0.047, -0.075, 0.002, -0.081, 0.050, 0.115, 0.108, 0.081, 0.075, -0.038],
  "e_tot_ha": -5229.99027,
  "homo_ev": -9.6,
  "lumo_energy_ev": -0.386,
  "e_above_lowest_kcal_mol": 160.01,
  "smiles": "CC[C@H](Br)[C@]1(C)OC(=O)O[C@@]1(CC(=O)I)c1cccnc1.CC#N.CC#N.CC#N.CC#N.CC#N.CC#N.CC#N.CC#N.CC#N.CC#N.CC#N",
  "molar_mass_g_mol": 919.67,
  "orbital_gap_ev": 9.22
}

---

(7)
{
  "formula": "C7H8",
  "method": "ωB97M-V with the def2-TZVPD basis set",
  "elements": ["C", "H", "C", "C", "C", "C", "H", "H", "H", "C", "H", "H", "H", "C", "H"],
  "coordinates": [[0.10166, -0.63861, -1.19313], [0.01261, -2.00076, 1.27645], [1.48090, 0.25675, 0.68742], [-0.06329, -0.68055, -2.38555], [-0.74527, 1.09839, -0.05747], [-0.58781, -1.08811, 1.19425], [-0.29264, -0.57581, -3.42198], [-1.59799, -1.36229, 0.88018], [-0.64245, -0.62475, 2.18531], [0.07057, -0.11817, 0.19845], [1.41988, 0.72656, 1.67473], [-1.86495, 2.71041, -1.19474], [1.95692, 0.95366, -0.00645], [-1.35058, 1.98479, -0.60414], [2.10244, -0.64151, 0.76667]],
  "lowdin_charge": [-0.095, 0.087, -0.045, 0.129, -0.098, -0.044, 0.034, 0.089, 0.087, -0.573, 0.088, 0.032, 0.090, 0.130, 0.088],
  "e_tot_ha": -271.37456,
  "homo_ev": -9.5,
  "lumo_energy_ev": 0.878,
  "e_above_lowest_kcal_mol": 98.45,
  "smiles": "C#CC(C)(C)C#C",
  "molar_mass_g_mol": 92.14,
  "orbital_gap_ev": 10.35
}